ORCA calculation (the ωB97M-V functional and the def2-TZVPD basis) on a 10-piece molecular cluster, C26H58BN2O18S6 overall in a non-equilibrium geometry.

Summary:
DFT total energy = -4903.41364 hartree
total charge = -1
E_HOMO = -0.256 Eh
gap between HOMO and LUMO = 8.7462 eV
molar mass = 889.96 g mol⁻¹

Each line ends with the Löwdin charge.
Cartesian coordinates (Å):
1 O 3.77 -5.29 -31.23  0.1230
2 C 4.41 -5.96 -30.47  -0.3865
3 O 5.70 -6.19 -30.54  0.2247
4 B 6.00 -7.32 -29.62  -0.9225
5 O 4.81 -7.55 -28.84  0.2350
6 C 3.80 -6.91 -29.43  -0.3557
7 O 2.64 -7.05 -29.17  0.1624
8 O 7.18 -6.99 -28.82  0.2379
9 C 8.15 -7.85 -29.07  -0.3599
10 O 9.26 -7.80 -28.61  0.1158
11 C 7.61 -8.87 -30.12  -0.3972
12 O 6.39 -8.49 -30.43  0.2175
13 O 8.16 -9.85 -30.53  0.1438
14 C 4.79 -10.92 -28.90  -0.2587
15 S 4.93 -12.17 -27.60  0.8100
16 O 4.25 -13.47 -27.96  -0.5656
17 C 6.75 -12.41 -27.67  -0.2423
18 H 5.46 -10.97 -29.76  0.0550
19 H 4.89 -9.97 -28.36  0.0320
20 H 3.84 -10.77 -29.43  0.0577
21 H 7.32 -11.49 -27.57  0.0474
22 H 6.85 -12.85 -28.66  0.0513
23 H 7.11 -13.09 -26.89  0.0452
24 C 1.81 -3.74 -28.82  -0.2730
25 S 0.18 -4.41 -28.44  0.8276
26 O -0.50 -3.51 -27.49  -0.5647
27 C -0.54 -3.95 -30.08  -0.2612
28 H 2.19 -4.16 -29.75  0.0154
29 H 2.52 -4.07 -28.05  0.0508
30 H 1.71 -2.66 -28.90  0.0608
31 H -0.06 -4.56 -30.85  0.0463
32 H -0.44 -2.92 -30.43  0.0522
33 H -1.59 -4.23 -30.11  0.0430
34 C 8.30 -3.90 -24.07  -0.2524
35 S 9.04 -4.16 -25.72  0.8036
36 O 10.52 -3.93 -25.71  -0.5616
37 C 8.89 -5.97 -25.63  -0.2443
38 H 7.98 -2.89 -23.84  0.0469
39 H 9.04 -4.28 -23.36  0.0546
40 H 7.45 -4.59 -24.06  0.0412
41 H 7.85 -6.30 -25.47  0.0551
42 H 9.51 -6.18 -24.76  0.0541
43 H 9.10 -6.56 -26.52  0.0270
44 C 2.34 -2.95 -32.57  -0.2765
45 S 1.84 -1.66 -33.73  0.8134
46 O 0.69 -2.18 -34.52  -0.5741
47 C 3.26 -1.82 -34.87  -0.2518
48 H 1.69 -2.92 -31.70  0.0121
49 H 3.36 -2.67 -32.26  0.0552
50 H 2.48 -3.95 -32.98  0.0545
51 H 4.09 -1.22 -34.50  0.0477
52 H 2.91 -1.45 -35.83  0.0465
53 H 3.57 -2.86 -34.80  0.0417
54 C 12.05 -6.51 -28.08  -0.2672
55 S 13.86 -6.50 -28.31  0.8088
56 O 14.45 -7.72 -27.69  -0.5727
57 C 14.23 -5.19 -27.10  -0.2520
58 H 11.97 -6.49 -26.98  0.0521
59 H 11.76 -7.50 -28.40  0.0364
60 H 11.60 -5.58 -28.42  0.0472
61 H 13.43 -4.45 -27.06  0.0452
62 H 15.18 -4.66 -27.24  0.0425
63 H 14.34 -5.75 -26.17  0.0512
64 C 9.38 -3.75 -29.29  -0.2461
65 S 8.03 -2.81 -30.16  0.8283
66 O 8.41 -1.36 -30.09  -0.5768
67 C 8.42 -3.42 -31.84  -0.2391
68 H 9.24 -4.83 -29.29  0.0397
69 H 9.35 -3.27 -28.32  -0.0002
70 H 10.33 -3.58 -29.79  0.0498
71 H 9.27 -4.09 -31.78  0.0153
72 H 8.50 -2.60 -32.56  0.0545
73 H 7.50 -3.97 -32.06  0.0225
74 C 6.44 -8.67 -35.59  -0.3447
75 O 7.38 -9.30 -36.01  0.0183
76 N 6.56 -7.63 -34.71  -0.1898
77 C 7.85 -7.36 -34.13  -0.0482
78 C 5.43 -7.14 -33.96  -0.0599
79 H 5.38 -8.81 -35.88  0.1336
80 H 8.68 -7.44 -34.83  0.0733
81 H 8.03 -8.19 -33.41  0.0941
82 H 7.88 -6.52 -33.44  0.0869
83 H 5.41 -7.74 -33.04  0.0919
84 H 5.48 -6.12 -33.58  0.0819
85 H 4.48 -7.15 -34.51  0.0905
86 C 11.13 -6.50 -31.27  -0.3346
87 O 11.36 -5.32 -31.51  -0.0175
88 N 11.30 -7.50 -32.16  -0.1678
89 C 11.62 -7.29 -33.55  -0.0372
90 C 10.98 -8.88 -31.81  -0.0364
91 H 10.69 -6.81 -30.31  0.0978
92 H 11.85 -6.27 -33.84  0.0894
93 H 10.69 -7.47 -34.11  0.0662
94 H 12.35 -7.98 -33.96  0.0909
95 H 10.23 -9.31 -32.48  0.0847
96 H 11.91 -9.45 -31.84  0.0931
97 H 10.64 -8.94 -30.78  0.0725
98 O -0.80 -8.67 -26.21  0.1069
99 C -0.76 -9.79 -26.64  -0.5725
100 O 0.17 -10.27 -27.45  -0.0002
101 C 1.34 -9.49 -27.69  -0.2126
102 C 2.20 -9.41 -26.45  -0.0548
103 C -1.85 -10.81 -26.39  0.0185
104 H 1.05 -8.49 -28.02  0.1030
105 H 1.86 -9.91 -28.55  0.1067
106 H 2.46 -10.44 -26.19  0.0725
107 H 1.69 -8.98 -25.59  0.0747
108 H 3.12 -8.84 -26.58  0.0722
109 H -1.33 -11.74 -26.18  0.0866
110 H -2.54 -10.86 -27.24  0.0871
111 H -2.48 -10.45 -25.58  0.0826

ORCA calculation (the ωB97M-V functional and the def2-TZVPD basis) on C26H58Cl4CrF3N5O11P as an isolated structure in a non-equilibrium geometry.

Summary:
spin multiplicity = 5
DFT total energy = -5653.01830 hartree
total charge = +1
<S²> = 6.015
E_HOMO (alpha / beta) = -0.418 / -0.418 Eh
gap between HOMO and LUMO (alpha / beta) = 7.3444 / 7.6242 eV
molar mass = 898.55 g mol⁻¹

Each line ends with the Löwdin spin population.
Cartesian coordinates (Å):
1 Cr -3.07 0.13 -2.84  3.8903
2 C -0.06 0.18 -1.56  0.0009
3 O -0.57 0.07 -0.26  0.0005
4 O -1.09 0.04 -2.42  0.0160
5 C 1.01 1.28 -1.84  0.0014
6 F 1.13 1.56 -3.15  0.0000
7 F 0.73 2.49 -1.25  0.0003
8 F 2.17 0.85 -1.34  -0.0002
9 C 0.24 -0.06 0.92  0.0004
10 C 0.68 -1.52 1.06  -0.0001
11 H -0.15 -2.22 1.06  0.0000
12 H 1.43 -1.76 0.30  0.0000
13 H 1.22 -1.68 2.00  0.0000
14 H -0.40 0.20 1.76  0.0001
15 H 1.08 0.63 0.92  0.0000
16 H 0.57 -0.71 -1.73  -0.0011
17 C -0.61 7.02 3.43  0.0000
18 C -0.90 5.74 2.64  0.0000
19 O -2.01 5.30 2.40  0.0000
20 N 0.20 5.05 2.23  0.0000
21 C 0.13 3.79 1.52  0.0000
22 H 0.43 7.32 3.42  0.0000
23 H -1.05 6.88 4.42  0.0000
24 H -1.31 7.73 2.99  0.0000
25 H 1.11 5.37 2.52  0.0000
26 H -0.75 3.24 1.86  0.0000
27 H 1.04 3.24 1.70  0.0000
28 H 0.04 4.03 0.46  0.0000
29 C -2.84 2.15 0.62  0.0011
30 C -3.96 2.12 -0.38  0.0073
31 O -3.85 1.40 -1.39  0.0287
32 N -5.09 2.75 -0.14  0.0059
33 C -6.17 2.84 -1.12  0.0006
34 H -2.77 3.10 1.16  0.0001
35 H -1.90 2.09 0.07  0.0001
36 H -2.83 1.34 1.35  0.0001
37 H -5.31 3.09 0.78  0.0002
38 H -6.82 3.65 -0.75  0.0001
39 H -6.86 2.01 -0.91  0.0002
40 H -5.85 2.99 -2.14  0.0001
41 C -5.80 0.35 3.42  0.0000
42 C -4.74 -0.38 2.63  0.0000
43 O -5.05 -1.03 1.64  0.0002
44 N -3.51 -0.47 3.17  0.0000
45 C -2.41 -1.21 2.55  0.0000
46 H -6.69 -0.25 3.51  0.0000
47 H -6.07 1.29 2.94  0.0000
48 H -5.50 0.62 4.43  0.0000
49 H -3.34 -0.01 4.04  0.0000
50 H -2.32 -0.93 1.51  0.0000
51 H -2.71 -2.26 2.55  0.0000
52 H -1.51 -1.07 3.14  0.0000
53 C -3.23 4.43 -4.23  0.0012
54 C -2.44 3.17 -4.00  0.0061
55 O -3.07 2.11 -3.87  0.0332
56 N -1.11 3.26 -3.88  0.0029
57 C -0.38 4.49 -3.68  0.0003
58 H -3.98 4.28 -5.01  0.0002
59 H -2.65 5.31 -4.50  0.0002
60 H -3.93 4.65 -3.42  0.0002
61 H -0.64 2.38 -3.69  0.0000
62 H -0.06 4.87 -4.65  0.0001
63 H 0.51 4.43 -3.06  0.0000
64 H -0.94 5.24 -3.14  0.0000
65 C 1.29 -5.15 -0.23  0.0000
66 C 0.38 -5.13 -1.45  0.0000
67 O 0.32 -6.09 -2.19  0.0000
68 N -0.22 -3.94 -1.71  0.0001
69 C -1.22 -3.72 -2.74  0.0010
70 H 1.21 -4.26 0.40  0.0000
71 H 2.34 -5.26 -0.47  0.0000
72 H 0.99 -6.03 0.34  0.0000
73 H 0.27 -3.16 -1.31  0.0000
74 H -2.17 -4.11 -2.36  0.0000
75 H -0.94 -4.21 -3.67  0.0000
76 H -1.37 -2.65 -2.87  0.0010
77 C 3.83 -2.22 -1.62  0.0000
78 O 3.82 -3.35 -2.52  0.0000
79 P 5.19 -4.16 -2.74  0.0000
80 O 6.18 -4.03 -1.64  0.0000
81 O 4.66 -5.63 -3.06  0.0000
82 C 4.44 -6.49 -1.92  0.0000
83 O 5.72 -3.53 -4.11  0.0000
84 C 7.04 -3.92 -4.54  0.0000
85 H 3.65 -2.65 -0.63  0.0000
86 H 3.03 -1.54 -1.90  0.0000
87 H 4.81 -1.75 -1.61  0.0000
88 H 3.39 -6.79 -1.98  0.0000
89 H 4.76 -6.14 -0.95  0.0000
90 H 4.95 -7.42 -2.22  0.0000
91 H 7.64 -3.03 -4.37  0.0000
92 H 7.10 -4.09 -5.61  0.0000
93 H 7.46 -4.72 -3.94  0.0000
94 Cl -1.85 -3.11 5.93  0.0000
95 C -0.15 -3.36 5.41  0.0000
96 C 0.72 -2.11 5.44  0.0000
97 Cl 2.44 -2.62 5.60  0.0000
98 H -0.15 -3.93 4.48  0.0000
99 H 0.29 -4.04 6.13  0.0000
100 H 0.55 -1.61 6.39  0.0000
101 H 0.63 -1.45 4.58  0.0000
102 Cl 2.88 1.05 3.32  0.0000
103 C 3.63 1.78 1.89  0.0000
104 C 4.74 0.88 1.37  0.0000
105 Cl 5.29 1.49 -0.19  0.0000
106 H 4.01 2.74 2.19  0.0000
107 H 2.92 1.80 1.06  0.0000
108 H 4.52 -0.15 1.11  0.0000
109 H 5.53 0.81 2.12  0.0000

ORCA calculation (the ωB97M-V functional and the def2-TZVPD basis) on a 10-piece molecular cluster, C26H58Cl8O16P2 overall in a non-equilibrium geometry.

Summary:
DFT total energy = -6593.75885 hartree
E_HOMO = -0.372 Eh
gap between HOMO and LUMO = 10.3662 eV
molar mass = 972.31 g mol⁻¹
SMILES string = COP(=O)(OC)OC.COP(=O)(OC)OC.CCOC(C)=O.CCOC(C)=O.CCOC(C)=O.CCOC(C)=O.ClCCl.ClCCl.ClCCl.ClCCl

Each line ends with the Löwdin charge.
Cartesian coordinates (Å):
1 C -6.11 9.94 -48.86  -0.0902
2 O -7.51 9.76 -48.70  -0.1982
3 P -8.56 10.80 -49.26  0.2969
4 O -8.27 12.17 -48.85  -0.2231
5 O -8.72 10.48 -50.79  -0.1814
6 C -7.91 11.20 -51.75  -0.0672
7 O -9.88 10.17 -48.76  -0.1716
8 C -10.21 10.35 -47.39  -0.0977
9 H -5.83 10.14 -49.90  0.0740
10 H -5.63 9.02 -48.52  0.0921
11 H -5.74 10.77 -48.25  0.0716
12 H -6.84 11.05 -51.59  0.0730
13 H -8.10 12.28 -51.71  0.0892
14 H -8.15 10.84 -52.74  0.0878
15 H -9.73 9.66 -46.71  0.0802
16 H -11.29 10.27 -47.28  0.0910
17 H -9.97 11.36 -47.03  0.0598
18 C -10.48 11.33 -41.49  -0.0745
19 O -11.39 11.80 -42.50  -0.1912
20 P -10.87 11.76 -43.97  0.3235
21 O -11.07 10.48 -44.66  -0.2152
22 O -11.60 12.96 -44.67  -0.2001
23 C -12.91 12.79 -45.16  -0.0775
24 O -9.38 12.25 -43.86  -0.1992
25 C -8.78 13.04 -44.92  -0.0871
26 H -9.61 10.83 -41.91  0.0409
27 H -11.03 10.65 -40.85  0.0942
28 H -10.19 12.18 -40.89  0.0919
29 H -12.89 12.85 -46.25  0.0896
30 H -13.51 13.62 -44.80  0.0855
31 H -13.37 11.86 -44.82  0.0695
32 H -9.36 13.13 -45.83  0.0719
33 H -7.89 12.48 -45.22  0.0439
34 H -8.51 14.03 -44.58  0.0475
35 C -9.93 16.01 -48.00  -0.0664
36 C -10.26 14.93 -49.01  -0.2091
37 O -11.68 14.96 -49.27  -0.0070
38 C -12.28 13.80 -49.56  -0.5508
39 C -13.79 13.93 -49.56  0.0199
40 O -11.71 12.79 -49.84  0.1105
41 H -9.90 17.03 -48.37  0.0721
42 H -8.93 15.80 -47.61  0.0770
43 H -10.59 15.95 -47.13  0.0752
44 H -9.72 15.14 -49.93  0.1281
45 H -9.94 13.94 -48.70  0.0833
46 H -14.16 14.51 -50.41  0.0881
47 H -14.17 14.36 -48.63  0.0724
48 H -14.20 12.93 -49.67  0.0850
49 C -13.55 8.96 -42.52  -0.0817
50 C -14.51 10.15 -42.41  -0.1928
51 O -14.38 10.84 -41.13  -0.0179
52 C -15.17 10.44 -40.13  -0.5459
53 C -14.80 11.09 -38.81  0.0287
54 O -16.04 9.61 -40.26  0.0931
55 H -13.76 8.28 -41.69  0.0846
56 H -12.51 9.24 -42.54  0.0314
57 H -13.84 8.37 -43.39  0.0779
58 H -14.30 10.92 -43.16  0.0937
59 H -15.54 9.84 -42.60  0.1186
60 H -13.75 11.39 -38.87  0.0771
61 H -14.88 10.34 -38.03  0.0834
62 H -15.42 11.97 -38.69  0.0889
63 C -17.11 14.61 -46.31  -0.0661
64 C -16.71 15.17 -44.98  -0.2389
65 O -16.62 16.59 -45.08  0.0022
66 C -16.47 17.25 -43.94  -0.5662
67 C -16.34 18.73 -44.15  0.0214
68 O -16.39 16.70 -42.88  0.1069
69 H -16.55 15.18 -47.06  0.0764
70 H -18.16 14.82 -46.55  0.0796
71 H -16.87 13.56 -46.44  0.0772
72 H -17.46 14.95 -44.20  0.1270
73 H -15.83 14.68 -44.55  0.1138
74 H -15.95 19.04 -45.10  0.0824
75 H -15.76 19.13 -43.32  0.0888
76 H -17.32 19.21 -44.00  0.0944
77 C -9.75 14.96 -37.12  -0.0688
78 C -11.22 14.67 -36.98  -0.2145
79 O -11.84 14.57 -38.28  -0.0012
80 C -12.28 15.69 -38.80  -0.6008
81 C -13.01 15.53 -40.10  0.0316
82 O -12.13 16.76 -38.27  0.0875
83 H -9.17 14.97 -36.19  0.0783
84 H -9.64 16.01 -37.43  0.0786
85 H -9.26 14.35 -37.88  0.0768
86 H -11.37 13.69 -36.51  0.1196
87 H -11.73 15.41 -36.37  0.1215
88 H -13.44 14.53 -40.15  0.0818
89 H -12.31 15.87 -40.86  0.0521
90 H -13.80 16.28 -40.06  0.0937
91 Cl -11.12 6.68 -43.21  0.5348
92 C -9.89 7.72 -43.95  -1.0018
93 Cl -8.26 6.98 -43.83  0.4897
94 H -10.15 7.88 -44.98  0.0118
95 H -9.82 8.61 -43.35  -0.0129
96 Cl -5.40 10.98 -44.86  0.5311
97 C -4.93 12.55 -45.50  -0.9980
98 Cl -5.56 13.92 -44.56  0.5269
99 H -3.86 12.64 -45.52  0.0233
100 H -5.33 12.63 -46.51  0.0146
101 Cl -4.44 9.17 -40.28  0.5134
102 C -5.20 10.71 -40.71  -1.0555
103 Cl -6.82 10.51 -41.31  0.5400
104 H -5.22 11.31 -39.81  0.0223
105 H -4.61 11.16 -41.49  0.0111
106 Cl -9.95 17.44 -41.16  0.5530
107 C -8.67 17.41 -42.39  -0.9863
108 Cl -7.57 16.01 -42.38  0.4966
109 H -9.17 17.48 -43.35  0.0203
110 H -8.01 18.23 -42.19  0.0130

ORCA calculation (the ωB97M-V functional and the def2-TZVPD basis) on C26H58IrP4Se as an isolated structure in a non-equilibrium geometry.

Summary:
spin multiplicity = 5
relative energy (zero: lowest compared OMol25 entry of this formula, charge and spin) = 0.0 kJ/mol
DFT total energy = -4895.65582 hartree
total charge = +3
<S²> = 6.017
E_HOMO (alpha / beta) = -0.564 / -0.619 Eh
gap between HOMO and LUMO (alpha / beta) = 8.1912 / 5.5661 eV
molar mass = 765.82 g mol⁻¹

Each line ends with the Löwdin spin population.
Cartesian coordinates (Å):
1 Ir 1.14 -0.44 -1.23  0.9113
2 P 1.17 1.24 0.29  0.1866
3 P 0.38 0.55 -3.14  0.2006
4 P 2.97 -1.68 -0.91  0.1970
5 H -1.77 -2.19 3.18  -0.0003
6 C -0.69 -2.08 3.22  0.0068
7 C -0.08 -0.96 3.67  0.0109
8 H -0.65 -0.08 4.01  0.0006
9 C -0.58 1.31 0.83  0.1041
10 C 1.67 2.89 -0.30  0.0162
11 C 2.18 0.95 1.77  0.0442
12 C -0.27 -0.79 -4.19  0.0521
13 C -1.03 1.69 -2.87  0.0584
14 C 1.47 1.54 -4.22  0.0144
15 C 2.81 -2.37 0.76  0.0774
16 C 4.60 -0.89 -0.98  0.0128
17 C 3.00 -3.05 -2.09  0.0527
18 H -0.08 -2.94 2.91  0.0006
19 H 0.99 -0.98 3.89  0.0003
20 H -0.88 0.33 1.25  0.0119
21 H -1.22 1.52 -0.04  0.0273
22 H -0.73 2.09 1.59  0.0103
23 H 1.02 3.25 -1.10  0.0000
24 H 2.71 2.85 -0.66  0.0008
25 H 1.63 3.60 0.54  0.0039
26 H 1.72 0.17 2.39  0.0001
27 H 2.23 1.88 2.36  0.0082
28 H 3.20 0.65 1.49  0.0018
29 H -0.82 -0.34 -5.04  0.0090
30 H -0.93 -1.44 -3.61  0.0052
31 H 0.57 -1.38 -4.58  0.0023
32 H -1.52 1.87 -3.84  0.0097
33 H -0.69 2.66 -2.47  -0.0001
34 H -1.77 1.25 -2.18  0.0028
35 H 1.03 1.58 -5.23  0.0034
36 H 2.45 1.08 -4.27  0.0014
37 H 1.56 2.56 -3.83  -0.0002
38 H 3.48 -3.23 0.85  0.0132
39 H 1.77 -2.69 0.94  0.0149
40 H 3.07 -1.62 1.52  0.0000
41 H 5.38 -1.64 -0.82  0.0039
42 H 4.69 -0.11 -0.22  0.0001
43 H 4.74 -0.42 -1.96  0.0009
44 H 3.77 -3.77 -1.81  0.0096
45 H 3.21 -2.66 -3.10  0.0013
46 H 2.03 -3.56 -2.12  0.0040
47 C -0.72 -4.01 -0.54  0.0811
48 C -1.12 -4.74 0.59  0.0485
49 C -1.35 -6.12 0.51  -0.0008
50 C -1.16 -6.80 -0.69  0.0748
51 C -0.76 -6.08 -1.83  -0.0006
52 C -0.53 -4.69 -1.76  0.0492
53 Se -0.60 -2.03 -0.34  0.6924
54 H 2.28 0.60 -1.77  0.0186
55 H -1.26 -4.22 1.54  0.0017
56 H -1.68 -6.65 1.40  -0.0010
57 H -1.34 -7.88 -0.75  0.0032
58 H -0.64 -6.61 -2.79  -0.0009
59 H -0.21 -4.14 -2.65  0.0013
60 C -3.67 -0.10 3.53  0.0022
61 C -4.24 1.00 2.63  0.0842
62 C -3.86 2.39 3.14  0.0042
63 P -3.71 0.79 0.85  0.5415
64 C -4.19 -0.96 0.42  0.0734
65 C -5.61 -1.35 0.81  0.0346
66 C -3.93 -1.25 -1.07  0.0237
67 C -4.89 1.84 -0.13  0.0724
68 C -6.27 2.01 0.50  0.0304
69 C -4.25 3.21 -0.43  0.0088
70 H -3.81 0.20 4.58  0.0004
71 H -2.60 -0.27 3.36  0.0014
72 H -4.20 -1.06 3.40  -0.0001
73 H -5.34 0.91 2.61  0.0187
74 H -2.78 2.58 3.02  0.0017
75 H -4.41 3.20 2.63  0.0000
76 H -4.10 2.45 4.21  -0.0002
77 H -3.47 -1.55 1.02  0.0013
78 H -6.35 -0.90 0.13  0.0005
79 H -5.70 -2.44 0.71  0.0074
80 H -5.87 -1.10 1.84  0.0013
81 H -2.89 -1.04 -1.35  0.0218
82 H -4.11 -2.31 -1.26  -0.0004
83 H -4.60 -0.66 -1.72  0.0011
84 H -5.01 1.30 -1.08  0.0006
85 H -6.23 2.57 1.44  0.0009
86 H -6.90 2.59 -0.20  0.0071
87 H -6.78 1.06 0.67  0.0002
88 H -4.08 3.79 0.49  0.0003
89 H -3.28 3.10 -0.94  0.0015
90 H -4.92 3.78 -1.08  -0.0003

Among the records above, which one has the lowest molar mass?
C26H58IrP4Se

The highest molar mass belongs to which entry?
C26H58Cl8O16P2